{
  "formula": "C3H28O23Y",
  "method": "ωB97M-V/def2-TZVPD",
  "largest_force_ev_per_a": 7.35,
  "e_above_lowest_kcal_mol": 0.6,
  "total_charge": -3,
  "gap_ha": 0.23756,
  "lumo_ev": 6.863,
  "homo_energy_ev": 0.40,
  "elements": ["O", "O", "H", "H", "H", "O", "O", "H", "H", "H", "H", "H", "H", "H", "O", "H", "H", "O", "H", "H", "O", "H", "O", "H", "O", "O", "O", "O", "O", "O", "H", "H", "H", "H", "H", "O", "C", "H", "O", "O", "C", "H", "H", "O", "H", "O", "O", "O", "H", "O", "H", "H", "Y", "O", "C"],
  "coordinates": [[-1.29753, 2.23034, -3.57511], [-2.66689, 0.08933, -1.48096], [1.48254, -3.99222, 0.34946], [-2.23799, 0.83626, 1.16242], [2.88534, -2.53485, 0.24710], [-2.09482, -2.08810, 1.44686], [-0.27948, -2.69189, -1.05134], [0.76691, -2.75891, 0.71554], [0.87416, 3.64456, -2.02558], [1.49362, -0.78965, 2.39607], [2.37480, -0.19376, -2.89700], [1.53993, 2.95131, -0.77834], [2.46186, 0.28223, -0.05791], [3.51539, -1.09305, -3.36697], [-3.14150, 0.59431, 1.18548], [-3.38224, -0.31969, -1.92286], [3.32222, -1.57331, -0.88377], [-1.63275, 3.72128, 0.84228], [-3.04817, -0.24608, 1.64047], [-0.66026, -2.57017, -1.92417], [-0.66835, -0.82954, -3.08415], [-1.86911, 3.26171, 0.01922], [-3.39147, 3.07149, -3.22765], [-1.27477, -1.60956, 1.42730], [2.91229, 0.75420, 0.63410], [-0.85444, -2.61865, 4.04723], [1.05221, 2.18140, 2.36020], [0.85119, 2.85459, -1.47620], [0.78085, -0.19743, -0.70870], [3.23896, -0.53664, -2.62797], [0.61811, 1.47328, 1.87932], [-0.27479, -1.92610, 4.35869], [-2.14383, -2.52621, 0.62478], [-1.75547, 0.95870, 3.28795], [0.06929, -1.77389, -0.84229], [2.18815, -0.52601, 2.95736], [0.38436, -0.54868, -3.85957], [-3.03425, 0.45722, -0.66789], [1.30524, -3.48829, 1.12101], [0.25448, -0.97043, -5.06614], [-2.17742, 2.89335, -2.86701], [0.79422, 2.11400, 3.25886], [3.87924, 0.43977, 0.56008], [-0.78004, 1.11201, 0.24156], [-1.22254, -2.20942, 3.25676], [-1.43736, 0.06325, 3.29185], [0.13327, -0.66269, 1.42185], [3.61941, -2.02530, -0.11091], [-0.86697, -0.12527, 2.52986], [0.97445, 0.51695, -3.50133], [-1.64532, 3.15973, 1.59748], [2.53897, -0.04103, 2.26155], [-0.60136, 1.02922, -1.95238], [-2.03072, 2.73540, -1.51847], [0.15838, 0.04093, 0.35199]],
  "forces_ev_per_angstrom": [[-0.01, 2.60, -1.06], [0.28, -0.25, 0.50], [0.08, -1.01, -1.14], [2.11, 1.08, -0.74], [-0.26, 0.18, 0.24], [-1.51, -0.14, 1.69], [0.30, 0.43, 1.02], [0.40, -0.82, 0.92], [-0.16, -0.16, 0.05], [-2.30, -1.52, -0.38], [-0.92, 0.76, -0.34], [-0.86, -0.19, -0.63], [-0.42, -0.59, -0.81], [-0.17, 0.15, 0.18], [-2.60, -0.27, 0.38], [-0.79, -0.58, -1.00], [-0.60, 0.56, -1.34], [0.01, 2.03, 0.37], [-0.36, -0.57, 0.05], [-0.01, 0.58, -0.56], [0.74, -1.90, 0.78], [-0.06, -0.40, -0.44], [1.99, 1.56, -0.96], [1.03, 0.50, -0.40], [3.27, 0.35, 0.39], [0.02, -0.34, 0.24], [0.62, 1.05, -0.91], [1.57, 0.53, 0.74], [1.87, -1.15, 1.03], [1.40, -0.79, 0.36], [-0.25, 0.11, 0.14], [0.29, 0.28, 0.20], [0.17, -0.77, -1.59], [-0.02, 0.39, -0.43], [-0.32, -1.28, -0.93], [0.70, -1.05, 3.15], [-6.10, 0.20, -4.09], [-0.10, 0.27, 0.66], [-0.42, 1.52, 0.34], [2.59, -0.34, 1.48], [-4.57, -3.81, 2.07], [-0.39, -0.51, 1.12], [-2.44, 0.52, 0.07], [3.64, -3.38, 2.05], [-0.40, -0.35, -0.07], [-0.42, -0.41, 1.70], [0.67, 0.24, -1.63], [1.08, -0.73, 0.99], [0.47, 0.55, -0.37], [3.16, 0.39, 0.34], [0.07, -0.94, 0.25], [2.24, 2.29, -1.74], [-0.68, 0.90, -1.00], [1.07, 1.46, -1.66], [-4.73, 2.76, 0.70]]
}



{
  "formula": "C45H57FN8O4S",
  "method": "ωB97M-V/def2-TZVPD",
  "largest_force_ev_per_a": 4.20,
  "gap_ha": 0.34195,
  "lumo_ev": 0.637,
  "homo_energy_ev": -8.67,
  "smiles": "CCN(CC[C@@](CCCS)(CNC)OC(=O)CC(=O)F)C(C)=O.c1ccncc1.c1ccncc1.c1ccncc1.c1ccncc1.c1ccncc1.c1ccncc1",
  "elements": ["C", "C", "O", "C", "H", "N", "C", "H", "H", "H", "H", "C", "H", "C", "H", "O", "C", "H", "H", "C", "H", "H", "H", "O", "H", "N", "N", "N", "C", "H", "N", "H", "H", "S", "H", "C", "C", "C", "C", "H", "C", "H", "H", "C", "H", "C", "C", "H", "H", "H", "C", "C", "H", "H", "C", "C", "C", "H", "F", "H", "C", "H", "C", "H", "H", "H", "H", "H", "C", "H", "N", "N", "N", "H", "C", "C", "C", "C", "H", "H", "H", "C", "H", "C", "C", "H", "H", "H", "C", "H", "C", "C", "H", "C", "H", "H", "C", "H", "H", "H", "C", "H", "H", "H", "C", "C", "C", "C", "C", "O", "C", "H", "H", "H", "C", "H"],
  "coordinates": [[-1.23801, 5.95132, -7.06826], [-0.67457, 3.68857, -1.79466], [-1.65015, -6.01327, 6.44668], [2.13463, 8.89406, -6.48346], [0.02830, -0.05028, 0.75077], [0.95498, -5.11031, 4.51883], [5.11726, -9.20834, 3.96824], [-0.05505, -3.27147, 4.97870], [5.41330, 9.48460, -6.99159], [-0.49536, 6.50920, -9.00294], [1.23561, 9.31994, -6.05077], [-0.69448, 3.71211, -3.17936], [0.58732, -3.44572, 3.35417], [-0.78449, 0.48069, 1.27546], [2.99802, -4.47161, 4.62892], [-2.75956, -3.50089, 8.66244], [-1.70825, 3.03056, -3.83107], [-2.45821, 1.11277, 3.20297], [2.65183, 9.47797, -10.78374], [2.12039, -4.58792, 5.28237], [0.50737, -5.76560, 5.15564], [-0.49770, -4.51770, 1.55643], [7.06438, -8.45925, 3.43566], [-2.36054, -0.96816, 0.33975], [-4.68936, -4.73705, -1.07200], [-0.59927, 8.63223, -11.03078], [-2.14445, 5.31445, -6.32092], [1.98459, 7.69200, -7.04324], [-3.22076, 4.62304, -8.35347], [-5.15678, -0.35868, 3.20958], [4.26679, -6.58466, 3.55072], [1.89950, -3.62887, 5.79165], [5.27256, -5.39344, 9.54464], [-4.28816, -4.86648, 0.22065], [1.31793, -5.12048, 11.18761], [-1.06710, 9.80891, -11.45113], [0.71418, 8.54915, -10.80684], [4.29075, -4.94185, 9.59422], [-2.17845, -5.93829, 1.59300], [-3.08355, -5.90033, 2.21660], [-2.32111, -3.78361, 6.38856], [-0.66859, -1.75508, 2.85239], [-4.02797, 4.07942, -8.82633], [3.07068, 7.13609, -7.58425], [4.67656, -3.48755, 8.05263], [3.95880, -3.88295, 8.76372], [2.09160, -4.79080, 10.50734], [2.91760, 6.16008, -8.03349], [-1.75772, 3.02434, -4.91195], [-1.38788, -3.29113, 6.69431], [5.54290, -6.94211, 3.39064], [-1.25580, 5.97284, -8.45263], [-3.26968, 1.88990, -1.06734], [-2.30946, -6.01146, -0.63243], [1.08810, 10.81490, -11.42330], [-1.96398, -0.50881, 1.35144], [4.32126, 7.73386, -7.59126], [0.90109, -3.23494, 9.61198], [-4.16018, -4.82869, 7.71038], [1.74374, 11.66364, -11.57577], [3.33413, -5.40174, 10.48417], [-0.45938, 6.46849, -6.51789], [6.01739, -8.23010, 3.58321], [-1.89717, -6.98004, 1.37570], [0.06370, 4.24944, -3.73295], [0.10232, 4.20521, -1.24064], [3.05432, -9.59959, 4.44459], [-2.59121, -3.36813, 2.07982], [-3.11380, 4.66655, -6.97175], [-1.09552, 1.32263, 0.62068], [2.76798, -3.27971, 8.76748], [-1.57901, 3.04882, -1.04743], [-2.57716, -0.93889, 2.58186], [-2.31744, 5.28615, -10.18860], [-1.27961, -4.46845, 3.55221], [-1.96311, -5.13501, 5.73450], [3.33893, 9.57934, -6.43988], [-2.49035, -5.29830, 0.18636], [3.40112, 10.55380, -5.97444], [-2.13761, 9.84806, -11.62228], [5.44781, -10.22722, 4.13046], [-1.66721, -1.86133, 3.32334], [2.33551, -5.32978, 6.07073], [-2.54830, 2.39967, -1.69766], [3.78767, -8.86356, 4.14308], [5.16793, 7.23469, -8.04325], [3.55418, -6.22651, 11.15108], [-4.87591, 1.44673, 3.39809], [-3.08768, -4.02831, 7.70028], [6.21307, -6.14272, 3.09181], [-2.65651, 2.35802, -3.07886], [0.06821, -4.01197, 4.15310], [-4.48782, 0.57076, 1.85620], [4.45344, 8.98270, -7.00603], [-0.13752, -5.99039, 2.46310], [-2.93999, -3.11690, 5.76951], [3.41330, -7.54659, 3.92182], [-3.08299, -0.03653, 4.47935], [-0.70650, 11.85309, -12.00776], [-3.14514, -3.35142, 3.74883], [1.86076, -3.74102, 9.63196], [-1.88631, -4.40155, -0.01432], [-3.83755, 4.15933, -6.34101], [2.38251, -7.23106, 4.04459], [-3.04405, 0.19470, 3.40424], [-0.27170, 10.92419, -11.66385], [-4.51920, 0.50225, 2.95919], [-2.26936, 5.29326, -9.10643], [-2.23715, -3.30071, 3.11942], [-2.03376, -5.39122, 4.39534], [1.59596, 9.60351, -10.98424], [1.06733, 7.58094, -10.46688], [-3.46293, 1.81317, -3.55130], [-0.44192, 0.81831, 2.26616], [-0.93620, -5.26081, 2.24775], [-1.59589, -1.60308, 4.39134]],
  "forces_ev_per_angstrom": [[0.01, 0.00, 0.38], [-0.04, -0.04, 0.22], [0.56, -1.82, 1.76], [-0.19, -0.14, -0.04], [-0.29, 0.24, 0.27], [0.24, 0.35, 0.86], [0.03, -0.15, 0.03], [-0.08, -0.41, -0.24], [-0.02, -0.01, 0.00], [-0.03, 0.04, 0.04], [0.04, 0.05, 0.01], [-0.01, -0.02, 0.05], [-0.30, -0.20, 0.31], [-0.31, -0.16, 0.31], [-0.29, -0.03, 0.26], [0.89, 1.79, 3.69], [-0.04, -0.08, -0.16], [0.01, -0.36, 0.46], [-0.02, -0.03, 0.01], [-0.09, -0.32, 0.03], [-0.39, 0.20, -0.32], [-0.17, -0.30, 0.26], [-0.01, 0.03, 0.00], [-0.72, -0.91, -1.89], [0.65, -0.07, 0.30], [0.22, 0.18, -0.03], [-0.05, -0.05, -0.34], [0.23, 0.12, -0.02], [0.03, 0.03, 0.01], [0.09, 0.44, 0.02], [0.06, -0.41, 0.08], [0.08, -0.34, -0.18], [-0.01, 0.03, -0.02], [-0.09, -0.04, -0.05], [-0.01, 0.02, -0.03], [-0.10, -0.21, 0.05], [-0.23, -0.12, 0.01], [-0.03, 0.00, 0.01], [0.87, 0.42, -1.18], [0.49, -0.15, -0.03], [-0.89, -0.59, -0.46], [-0.18, -0.27, 0.54], [0.00, 0.00, 0.03], [-0.23, -0.06, 0.01], [0.04, -0.06, 0.02], [-0.11, 0.19, -0.13], [0.04, -0.01, -0.01], [0.07, 0.00, 0.00], [0.01, 0.06, 0.03], [-0.42, -0.08, -0.16], [-0.16, 0.24, -0.03], [-0.01, -0.04, -0.06], [-0.01, -0.05, -0.07], [-0.07, 0.23, 0.37], [0.06, 0.09, -0.01], [0.73, 0.68, 0.88], [-0.02, 0.04, 0.00], [-0.02, -0.05, 0.06], [-0.05, -0.21, -0.84], [-0.01, -0.02, 0.00], [0.02, -0.09, 0.07], [0.05, 0.02, -0.12], [-0.01, 0.00, 0.01], [-0.47, 0.23, 0.41], [-0.03, 0.02, 0.01], [0.02, 0.02, -0.06], [-0.01, 0.03, -0.01], [0.31, -0.15, 0.35], [0.08, 0.06, 0.19], [0.26, -0.35, 0.57], [0.04, -0.24, 0.17], [-0.03, -0.04, -0.31], [0.64, 0.56, 1.86], [0.01, 0.03, 0.02], [-0.20, 0.21, -1.97], [-0.69, 0.99, -1.20], [0.03, -0.03, -0.03], [-0.50, -0.19, -0.15], [-0.03, -0.02, 0.00], [0.02, 0.06, -0.02], [-0.01, 0.02, 0.00], [-0.23, -0.46, -1.36], [0.26, 0.38, -0.34], [0.04, 0.06, 0.25], [0.03, 0.03, -0.02], [-0.03, -0.02, 0.00], [-0.01, 0.02, -0.02], [-0.04, -0.41, -0.16], [0.20, -0.92, -2.87], [0.05, -0.05, 0.00], [0.06, 0.05, 0.03], [-0.10, 0.21, -0.13], [-0.30, 0.18, 0.46], [0.09, 0.06, 0.00], [-0.43, 0.25, 0.00], [0.37, -0.21, 0.06], [0.05, 0.27, -0.06], [0.51, -0.07, -0.41], [-0.02, -0.03, 0.01], [0.28, -0.06, -0.45], [0.00, 0.19, -0.19], [-0.30, -0.23, 0.17], [-0.03, -0.02, -0.06], [0.00, 0.00, -0.02], [-1.63, 0.58, -0.85], [0.04, -0.03, 0.02], [1.04, -0.23, -0.24], [-0.03, -0.03, -0.12], [0.39, 0.69, 1.11], [0.74, 0.93, 0.56], [-0.01, 0.02, 0.00], [0.09, 0.04, 0.01], [0.00, -0.01, 0.04], [-0.06, 0.03, -0.46], [-0.30, -0.10, 0.62], [-0.01, 0.08, -0.45]]
}



{
  "formula": "C2H3O3Si",
  "method": "ωB97M-V/def2-TZVPD",
  "largest_force_ev_per_a": 4.69,
  "e_above_lowest_kcal_mol": 0.0,
  "total_charge": -1,
  "gap_ha": [0.24284, 0.27983],
  "lumo_ev": [4.047, 2.279],
  "spin_multiplicity": 3,
  "homo_energy_ev": [-2.56, -5.34],
  "elements": ["H", "C", "O", "C", "Si", "O", "O", "H", "H"],
  "coordinates": [[-1.06120, 0.73399, 1.65170], [-0.18905, -0.07718, -0.94311], [2.09040, 0.54300, -1.68090], [1.21399, 0.46999, -0.84511], [-0.62093, -0.42197, 0.86865], [1.18321, 0.86856, 0.36657], [-1.11108, 0.40403, -1.77878], [-1.86446, -1.25683, 0.80751], [0.35913, -1.26357, 1.55346]],
  "forces_ev_per_angstrom": [[-0.12, 0.24, 0.34], [-3.49, 0.01, -3.14], [-0.15, -0.23, -0.44], [-0.10, 0.93, 1.04], [0.25, 0.55, -0.67], [1.33, 0.17, 1.01], [2.20, -1.32, 1.71], [-0.06, -0.13, -0.02], [0.14, -0.23, 0.17]]
}



no.,energy (eV)
1,-51708.18783
2,-81250.52180
3,-16140.96828